No. 1
An isolated molecule of C5H9N at a distorted geometry. Source: OMol25; level of theory: ωB97M-V with the def2-TZVPD basis set.

Cartesian coordinates (Å):
C 1.3970 -0.0574 -0.0669
C 2.0064 1.1064 0.4428
C -0.0433 -0.1511 0.0736
C -0.8025 0.9441 -0.5206
C -0.8215 -1.3114 0.5310
N 2.0019 -1.1124 -0.5784
H 2.9466 1.6362 0.2840
H 1.2501 1.8304 0.8396
H -1.4746 1.4258 0.2157
H -1.5382 0.6017 -1.3431
H -0.2610 1.7862 -1.0099
H -0.1571 -2.1248 1.0647
H -1.4799 -1.7580 -0.1610
H -1.4370 -0.8411 1.2879
H 1.6215 -1.8414 -1.1287

The frontier orbital gap (spin up / spin down) is 6.447 / 8.749 eV. The HOMO energy (spin up / spin down) comes out at -7.375 / -8.621 eV. As for the LUMO energy (spin up / spin down): -0.0341 / 0.0047 Ha.

---

No. 2
An isolated molecule of C5H9N. Source: OMol25; level of theory: ωB97M-V with the def2-TZVPD basis set.

Cartesian coordinates (Å):
C -1.5315 0.2845 1.8084
N -1.7251 0.3730 0.5627
C -0.5956 0.8979 -0.1993
C 0.3229 -0.2385 -0.6211
C -0.1641 -1.4483 -0.8899
C 1.7953 0.0726 -0.6711
H -2.2894 -0.1772 2.4418
H -0.6100 0.6359 2.2997
H -0.0213 1.6330 0.3898
H -0.9795 1.4211 -1.0840
H 0.4876 -2.2665 -1.1863
H -1.2278 -1.6572 -0.8151
H 2.0510 0.7034 -1.5319
H 2.3801 -0.8510 -0.7342
H 2.1075 0.6173 0.2306

The frontier orbital gap is 10.423 eV. As for the structure (SMILES): C=NCC(=C)C. The HOMO energy comes out at -9.330 eV. As for the LUMO energy: 0.0402 Ha.

---

No. 3
A structure of composition C5H9N at a distorted geometry. Source: OMol25; level of theory: ωB97M-V with the def2-TZVPD basis set.

Cartesian coordinates (Å):
C 1.6996 -0.0384 -0.1328
C 0.2057 -0.0720 0.0013
C -0.7558 -0.0211 1.2081
N -1.7216 0.2466 0.0926
C -0.6401 1.1136 -0.4843
C -0.7086 -1.0830 -0.6282
H 1.9631 0.2474 -1.1617
H 2.1646 -0.9988 0.0887
H 2.1014 0.7287 0.5340
H -1.0311 -0.9089 1.7892
H -0.4995 0.8126 1.8672
H -0.4520 2.0630 0.0496
H -0.8045 1.3076 -1.5448
H -0.3351 -1.5106 -1.5971
H -1.1860 -1.8868 -0.0818

The frontier orbital gap is 9.653 eV. The HOMO energy comes out at -8.721 eV. As for the LUMO energy: 0.0342 Ha.

---

No. 4
The ion C5H9N2 with charge +1 at a distorted geometry. Source: OMol25; level of theory: ωB97M-V with the def2-TZVPD basis set.

Cartesian coordinates (Å):
C 1.0475 1.2106 0.1120
C 1.2298 -0.0956 0.1186
C -1.0976 -0.4228 0.0292
C -0.3334 1.8161 -0.0320
C 2.0109 -1.3130 -0.0619
N -1.3948 0.8403 -0.0276
N -1.9576 -1.4351 0.0176
H 1.8136 1.9913 0.1482
H -0.5705 2.3956 0.9038
H -0.1500 2.2269 -1.0621
H 1.7700 -1.8911 0.7589
H 3.0319 -1.0357 -0.0205
H 1.6726 -1.6664 -1.1018
H -2.4391 1.0683 -0.0774
H -1.6844 -2.3777 0.3470
H -2.9489 -1.3116 -0.0519

The frontier orbital gap is 9.980 eV. As for the total charge: +1. The HOMO energy comes out at -14.133 eV. As for the LUMO energy: -0.1526 Ha.

---

No. 5
The ion C5H9N2 with charge +1 at a distorted geometry. Source: OMol25; level of theory: ωB97M-V with the def2-TZVPD basis set.

Cartesian coordinates (Å):
C 0.7642 -1.2657 0.3598
C -0.7339 -1.3139 -0.1028
N -1.0080 0.1561 -0.4934
C -1.2414 1.2297 0.5510
C 0.1940 0.9380 0.0525
C 1.5602 1.0387 -0.4599
N 1.1541 0.0996 0.6286
H 0.8225 -1.8467 1.2822
H 1.4469 -1.6973 -0.3677
H -1.0243 -1.8662 -0.9983
H -1.4632 -1.5888 0.7547
H -1.2898 0.3464 -1.4025
H -1.3564 0.7951 1.5253
H -1.8118 2.2408 0.3308
H 1.9209 0.7151 -1.5147
H 2.0661 2.0191 -0.1457

The frontier orbital gap is 11.207 eV. As for the structure (SMILES): C1C[N@H+]2C[C@]23CN13. As for the total charge: +1. The HOMO energy comes out at -14.260 eV. As for the LUMO energy: -0.1122 Ha.

---

No. 6
The ion C5H9N2 with charge +1 at a distorted geometry. Source: OMol25; level of theory: ωB97M-V with the def2-TZVPD basis set.

Cartesian coordinates (Å):
C -1.7485 -0.3725 0.3768
C -0.4057 0.1405 0.4898
N -0.1953 1.3846 0.5908
C 1.1413 1.6067 0.5390
N 1.7974 0.5505 0.3613
C 0.8942 -0.5600 0.3598
C 0.7578 -1.0265 -1.1276
H -2.2012 -0.7740 1.3119
H -1.6815 -1.2776 -0.2952
H -2.3493 0.4538 -0.0566
H -0.9079 2.1292 0.3809
H 1.3746 2.5671 0.3568
H 1.2579 -1.2150 1.1221
H 0.3462 -2.0345 -1.0724
H 1.7153 -1.0725 -1.4769
H 0.2046 -0.4997 -1.8609

The frontier orbital gap is 10.671 eV. As for the structure (SMILES): CC1=[NH+]C=N[C@@H]1C. As for the total charge: +1. The HOMO energy comes out at -15.496 eV. As for the LUMO energy: -0.1773 Ha.

---

No. 7
A cluster of 2 separate species, C5H9N2 in total at a distorted geometry. Source: OMol25; level of theory: ωB97M-V with the def2-TZVPD basis set.

Cartesian coordinates (Å):
C -1.6648 1.7751 1.1080
C 0.5410 -0.0364 1.9978
C 1.0010 0.4344 -1.3883
C -0.5557 -1.5161 -0.9253
C 0.1684 -0.3492 -0.4513
N -2.0364 0.6990 1.0954
N 0.2595 -0.1053 0.7675
H 1.4518 -0.6733 2.3381
H 0.0569 0.7717 2.4711
H 1.3765 1.3837 -0.9407
H 0.5793 0.5713 -2.3009
H -1.2435 2.7729 1.1729
H 0.1182 -2.0133 -1.7000
H -1.3560 -1.2426 -1.5020
H -0.7087 -2.2468 -0.1495
H 2.0125 -0.2251 -1.5929

The frontier orbital gap is 11.349 eV. As for the total charge: +1. The HOMO energy comes out at -15.831 eV. As for the LUMO energy: -0.1647 Ha.

---

No. 8
The ion C5H9N2 with charge +1 at a distorted geometry. Source: OMol25; level of theory: ωB97M-V with the def2-TZVPD basis set.

Cartesian coordinates (Å):
C -0.4696 1.9021 0.8975
N -0.5356 0.8544 -0.0737
C -1.0454 -0.3928 -0.2885
N -2.1333 -1.1151 -0.1813
C 0.3566 -0.2916 -0.3495
C 1.6055 -0.8064 0.2947
C 1.5845 -0.5551 -1.2183
H 0.2419 2.5556 0.4553
H -0.3478 1.5520 1.9156
H -1.4460 2.2224 0.9345
H -2.0618 -2.0877 -0.4637
H -3.0624 -0.8447 -0.1234
H 1.3442 -1.8034 0.6819
H 2.1916 -0.3275 1.1097
H 2.0320 0.4053 -1.5267
H 1.7457 -1.2677 -2.0643

The frontier orbital gap is 10.039 eV. As for the structure (SMILES): CN1C(=[NH2+])C12CC2. As for the total charge: +1. The HOMO energy comes out at -14.041 eV. As for the LUMO energy: -0.1471 Ha.

---

No. 9
The ion C5H9N2 with charge +1 at a distorted geometry. Source: OMol25; level of theory: ωB97M-V with the def2-TZVPD basis set.

Cartesian coordinates (Å):
C 2.3403 -0.7875 -0.3251
N 0.9359 0.2441 0.1317
C 0.6390 1.5010 0.3635
C -0.7513 1.8039 0.4171
N -1.4964 1.0992 -0.4040
C -1.5841 -0.2610 -0.0047
C -0.1518 -0.8507 0.1998
H 2.8084 -0.2471 -1.1613
H 1.8966 -1.7235 -0.4399
H 3.0621 -0.8588 0.4631
H -0.9116 2.8460 0.8287
H -2.3236 1.4215 -0.8598
H -2.1866 -0.8673 -0.6787
H -2.1320 -0.4516 0.9756
H -0.1351 -1.3524 1.1102
H -0.0098 -1.5156 -0.6161

The frontier orbital gap (spin up / spin down) is 8.111 / 8.112 eV. As for the structure (SMILES): C[N+]1=C=CNCC1. As for the total charge: +1. The HOMO energy (spin up / spin down) comes out at -13.857 / -13.858 eV. As for the LUMO energy (spin up / spin down): -0.2112 / -0.2112 Ha.

---

No. 10
The ion C5H9N2 with charge +1 at a distorted geometry. Source: OMol25; level of theory: ωB97M-V with the def2-TZVPD basis set.

Cartesian coordinates (Å):
C 1.1818 0.5632 2.7033
C 1.1470 0.6852 0.3844
C -1.5279 -0.5263 0.7449
C 1.2148 0.1638 -2.0531
C -0.9330 -0.2005 -0.5799
N 0.7413 0.5992 1.6210
N 0.4937 0.2824 -0.6785
H 1.2707 0.2806 3.7367
H -2.5919 -0.9392 0.5005
H -0.9605 -1.3395 1.3163
H -1.6491 0.2302 1.4959
H 0.5960 0.7391 -2.8209
H 1.4103 -0.8491 -2.3747
H 2.1912 0.7882 -1.8346
H -1.5358 0.6753 -0.9936
H -1.0486 -1.1527 -1.1675

The frontier orbital gap (spin up / spin down) is 8.216 / 8.215 eV. As for the total charge: +1. The HOMO energy (spin up / spin down) comes out at -13.585 / -13.585 eV. As for the LUMO energy (spin up / spin down): -0.1973 / -0.1973 Ha.

---

No. 11
A cluster of 2 separate species, C5H9N2 in total at a distorted geometry. Source: OMol25; level of theory: ωB97M-V with the def2-TZVPD basis set.

Cartesian coordinates (Å):
C -1.5425 1.1974 0.0446
C -1.7852 -0.1864 0.5427
C -0.0158 -1.0827 -1.1072
C 0.3473 0.1838 -0.4368
C 2.6272 0.6723 0.2623
N -0.3694 1.3781 -0.4068
N -0.5377 -0.9063 0.2600
H -2.1672 2.0025 0.0576
H -1.9998 -0.1909 1.5741
H -2.5876 -0.7952 0.2824
H -0.7210 -1.0971 -1.8211
H 0.7039 -1.7689 -1.0762
H 2.9347 1.2856 -0.5205
H 2.8704 -0.3629 0.0377
H 2.4886 1.1211 1.2838
H -0.2459 -1.4503 1.0234

The frontier orbital gap is 9.133 eV. As for the total charge: +1. The HOMO energy comes out at -13.584 eV. As for the LUMO energy: -0.1636 Ha.

---

No. 12
The ion C5H9N2 with charge +1 at a distorted geometry. Source: OMol25; level of theory: ωB97M-V with the def2-TZVPD basis set.

Cartesian coordinates (Å):
C -1.3665 0.0240 1.1912
N -0.3924 0.2884 0.0740
C 0.3071 1.5636 0.0868
C 0.5906 -0.8554 -0.1369
C 0.1479 -2.1657 -0.8311
N 1.1777 -2.4510 -1.5140
C 1.3256 -1.0262 -1.4788
H -1.7671 1.0134 1.5960
H -2.2318 -0.5691 0.8568
H -0.9296 -0.5280 1.9852
H -0.9392 0.2198 -0.8118
H 1.0896 1.6381 0.8309
H 0.7380 1.9438 -0.7576
H -0.4496 2.3883 0.5289
H 1.3795 -1.0622 0.6841
H 1.3201 -0.4219 -2.3035

The frontier orbital gap (spin up / spin down) is 8.872 / 8.872 eV. As for the structure (SMILES): C[NH+](C)[C@H]1C2=N[C@@H]21. As for the total charge: +1. The HOMO energy (spin up / spin down) comes out at -13.413 / -13.412 eV. As for the LUMO energy (spin up / spin down): -0.1669 / -0.1669 Ha.

---

No. 13
A structure of composition C5H9N2O at a distorted geometry. Source: OMol25; level of theory: ωB97M-V with the def2-TZVPD basis set.

Cartesian coordinates (Å):
C 0.7244 -1.6315 -0.4815
C 2.6187 0.3251 0.1461
C -1.1279 0.9837 -1.1654
C -1.0608 0.3573 1.2961
C -1.2588 -0.1409 -0.1348
N 2.2932 -0.8212 0.3819
N -0.3350 -1.1436 -0.4502
O 2.7723 1.4061 -0.1794
H 1.2584 -2.4857 -0.8204
H -0.2233 1.5647 -0.9979
H -1.1068 0.5892 -2.1785
H -1.9875 1.6425 -1.0759
H -0.1183 0.8892 1.3919
H -1.0872 -0.4646 2.0055
H -1.8682 1.0418 1.5358
H -2.2444 -0.6085 -0.2346
H 2.7513 -1.5035 0.9613

The frontier orbital gap is 11.186 eV. As for the total charge: +1. The HOMO energy comes out at -15.493 eV. As for the LUMO energy: -0.1583 Ha.

---

No. 14
A cluster of 2 separate species, C5H9N2O in total at a distorted geometry. Source: OMol25; level of theory: ωB97M-V with the def2-TZVPD basis set.

Cartesian coordinates (Å):
C -1.6774 1.0639 1.2262
C -0.6514 0.5350 1.5706
C 0.9332 0.3420 -1.2167
C 2.1234 0.6221 -0.3353
C -0.2790 -1.7760 -0.5945
N 0.1329 -0.6173 -1.0241
N -1.1043 -2.1097 0.3638
O 0.8468 1.2304 -2.1767
H -2.5294 1.6208 0.7911
H 2.4766 1.6615 -0.6689
H 1.8686 0.4821 0.7536
H 2.9266 -0.1190 -0.5070
H 0.1724 -2.4840 -1.2934
H 0.4034 0.3404 1.7987
H -1.3745 -1.4225 1.0302
H 0.0444 1.0282 -2.6810
H -1.3299 -3.0866 0.2975

The frontier orbital gap is 11.117 eV. As for the total charge: +1. The HOMO energy comes out at -14.575 eV. As for the LUMO energy: -0.1271 Ha.

---

No. 15
The ion C5H9N2O2 with charge +1 at a distorted geometry. Source: OMol25; level of theory: ωB97M-V with the def2-TZVPD basis set.

Cartesian coordinates (Å):
C 1.0324 1.5414 -0.9378
C 0.0696 0.8212 0.0534
O 0.5016 0.6628 1.3324
C 0.7582 -0.7753 1.6226
C 0.6470 -1.4855 0.2587
N -0.3007 -0.6010 -0.3433
C -1.5661 -0.6191 -0.8152
N -2.1191 0.4841 -0.4755
O -1.1807 1.4446 0.0379
H 1.9442 1.5829 -0.4542
H 0.5969 2.5165 -1.1724
H 1.0748 0.9749 -1.8129
H 0.0284 -1.2085 2.3976
H 1.8603 -0.6811 2.1417
H 1.5961 -1.5243 -0.3632
H 0.2156 -2.4305 0.3156
H -2.0459 -1.3935 -1.3010
H -3.1127 0.6905 -0.4842

The frontier orbital gap is 10.216 eV. As for the structure (SMILES): C[C@]12OCCN1C=[NH+]O2. As for the total charge: +1. The HOMO energy comes out at -14.361 eV. As for the LUMO energy: -0.1523 Ha.

---

No. 16
A cluster of 2 separate species, C5H9N2O2 in total at a distorted geometry. Source: OMol25; level of theory: ωB97M-V with the def2-TZVPD basis set.

Cartesian coordinates (Å):
C 2.6510 -0.7105 -1.1013
C 2.1558 -0.6046 -2.2289
C -1.9423 0.8261 2.2752
C -0.3380 -0.1170 0.7478
C 1.4901 -0.4881 -3.4754
N -2.1810 1.7545 1.4844
N -1.1171 -0.2362 1.7618
O -2.2676 0.4833 3.5283
O 0.3482 -1.1428 0.3004
H 3.1307 -0.8042 -0.1463
H -0.4942 0.8230 0.1096
H 1.9368 -1.1393 -4.1197
H 1.4543 0.4966 -3.8310
H 0.4469 -0.8768 -3.2467
H -2.8991 2.4441 1.7478
H -0.9683 -0.8450 2.4595
H -2.7425 1.1517 4.0323
H 1.3362 -1.0149 -0.2978

The frontier orbital gap is 10.393 eV. As for the total charge: +1. The HOMO energy comes out at -14.436 eV. As for the LUMO energy: -0.1485 Ha.

---

Respective energy above the lowest of the compared OMol25 structures with the same formula, charge and spin values: 4.3593 1.4442 4.2317 4.4835 4.9886 2.8559 4.3231 4.9029 6.2235 6.2571 6.8892 7.2690 2.5581 3.5347 4.8418 4.5926 eV.